Record 1
# C21H50BrF2N11O24S

11 unconnected molecules or ions with the total composition C21H50BrF2N11O24S in a non-equilibrium geometry (ωB97M-V/def2-TZVPD, OMol25).

Geometry as ORCA input:
```
! wB97M-V def2-TZVPD RIJCOSX def2/J DEFGRID3
* xyz 0 1
C 1.502 2.993 0.118
C 0.726 4.246 0.491
Br 1.953 5.792 0.371
C -0.470 4.618 -0.397
C -1.798 3.829 -0.321
C -2.899 4.673 -1.004
C -3.895 5.412 -0.092
C -5.247 4.736 0.140
N -5.215 3.830 1.288
O -2.154 3.632 1.081
S -1.822 2.212 1.647
O -0.682 2.275 2.491
O -2.997 1.574 2.105
O -1.391 1.554 0.267
C -1.670 2.359 -0.881
F -0.561 2.292 -1.663
C -2.770 1.710 -1.692
C -4.073 1.378 -0.951
C -4.297 -0.116 -0.919
F -3.181 -0.759 -0.397
H 2.536 3.066 0.449
H 1.519 2.845 -0.959
H 1.074 2.118 0.604
H 0.446 4.215 1.538
H -0.131 4.598 -1.434
H -0.748 5.648 -0.175
H -3.457 4.065 -1.715
H -2.376 5.422 -1.597
H -4.090 6.379 -0.561
H -3.434 5.629 0.870
H -5.526 4.144 -0.736
H -6.008 5.520 0.238
H -5.225 4.346 2.159
H -6.017 3.211 1.294
H -2.311 0.787 -2.052
H -2.951 2.318 -2.576
H -4.096 1.781 0.060
H -4.921 1.810 -1.488
H -5.161 -0.398 -0.317
H -4.432 -0.506 -1.931
C -1.494 -3.158 -1.840
N -0.725 -3.203 -3.110
O -1.306 -3.514 -4.128
O 0.458 -2.917 -3.045
H -2.519 -3.435 -2.056
H -1.024 -3.861 -1.158
H -1.425 -2.146 -1.455
C 1.743 -3.482 -1.160
N 1.757 -4.635 -2.102
O 2.188 -4.461 -3.219
O 1.326 -5.696 -1.680
H 2.153 -2.621 -1.674
H 0.711 -3.318 -0.865
H 2.340 -3.768 -0.299
C 3.028 0.762 -3.135
N 4.021 0.429 -2.078
O 4.353 -0.732 -1.948
O 4.438 1.353 -1.406
H 2.766 -0.153 -3.654
H 2.168 1.205 -2.640
H 3.490 1.483 -3.802
C -0.144 -6.903 1.770
N -0.360 -5.753 0.857
O -0.846 -5.967 -0.237
O -0.020 -4.651 1.248
H -0.454 -7.801 1.255
H 0.917 -6.933 1.995
H -0.713 -6.717 2.675
C 5.496 4.398 -6.152
N 4.517 3.395 -5.652
O 4.725 2.222 -5.890
O 3.566 3.819 -5.028
H 6.280 3.871 -6.682
H 4.953 5.080 -6.799
H 5.875 4.931 -5.285
C 6.000 5.800 1.705
N 5.789 7.110 1.025
O 5.150 7.109 -0.007
O 6.268 8.090 1.558
H 5.512 5.032 1.117
H 7.072 5.644 1.774
H 5.570 5.884 2.699
C -0.410 -1.913 2.916
N 0.505 -2.084 4.076
O 1.606 -1.577 4.020
O 0.080 -2.732 5.014
H 0.101 -1.319 2.167
H -0.642 -2.905 2.545
H -1.305 -1.419 3.280
C -0.676 5.249 4.233
N -1.033 6.538 3.573
O -1.720 6.490 2.569
O -0.607 7.552 4.078
H -1.119 4.440 3.666
H 0.408 5.186 4.243
H -1.058 5.293 5.248
C -1.985 -10.601 4.206
N -0.946 -9.776 3.533
O -0.571 -10.109 2.425
O -0.535 -8.802 4.138
H -2.244 -11.420 3.546
H -1.559 -10.950 5.141
H -2.831 -9.950 4.402
C 0.853 -8.961 -1.099
N 1.810 -9.350 -0.025
O 2.488 -10.343 -0.187
O 1.842 -8.634 0.957
H 0.949 -9.671 -1.912
H -0.141 -8.984 -0.662
H 1.104 -7.951 -1.409
*
```

Values from the calculation:
- E_HOMO (eV) = -9.695
- E (eV) = -174403.0554
- Kohn-Sham gap (eV) = 9.512

=====

Record 2
# C5H10N2O

A single C5H10N2O molecule in a non-equilibrium geometry (ωB97M-V/def2-TZVPD, OMol25).

Geometry as ORCA input:
```
! wB97M-V def2-TZVPD RIJCOSX def2/J DEFGRID3
* xyz 0 1
N 2.428 -0.733 -0.074
C 1.052 -0.172 -0.280
C -0.276 -1.099 -0.074
C -1.504 -0.191 0.511
O -2.660 -0.695 -0.087
C -0.854 0.861 -0.347
N -0.179 2.303 -0.324
C 0.481 1.118 0.379
H 3.082 -0.140 -0.188
H 2.672 -0.853 0.986
H 0.925 -0.274 -1.298
H -0.522 -1.634 -1.004
H 0.035 -2.170 0.565
H -1.545 0.081 1.546
H -2.615 -0.453 -1.014
H -0.513 0.296 -1.358
H -0.392 2.724 0.539
H 0.386 1.030 1.523
*
```

Values from the calculation:
- E_HOMO (eV) = -8.710
- E (eV) = -10367.2199
- relative energy (zero: lowest compared OMol25 entry of this formula, charge and spin) (kcal/mol) = 186.5
- Kohn-Sham gap (eV) = 9.599

=====

Record 3
# C24H21Cl2HgN9O2S

A molecular structure, C24H21Cl2HgN9O2S (ωB97M-V/def2-TZVPD, OMol25).

Geometry as ORCA input:
```
! wB97M-V def2-TZVPD RIJCOSX def2/J DEFGRID3
* xyz -1 2
Hg 0.142 0.001 0.191
Cl -4.971 0.410 4.833
C -4.115 -0.038 3.379
C -2.740 -0.179 3.438
C -1.993 -0.541 2.302
N -0.621 -0.569 2.247
C 0.210 -0.558 3.340
O -0.142 -0.839 4.506
C 1.566 -0.156 3.029
C 2.514 -0.065 4.074
C 3.782 0.379 3.839
C 4.124 0.754 2.500
C 3.165 0.625 1.528
N 1.915 0.181 1.719
C -2.698 -0.751 1.075
C -4.080 -0.604 1.052
C -4.791 -0.248 2.189
Cl -6.525 -0.080 2.077
N -1.927 -0.960 -0.086
C -2.395 -1.570 -1.160
O -3.438 -2.224 -1.309
C -1.523 -1.380 -2.395
C -1.890 -2.037 -3.570
C -1.173 -1.790 -4.725
C -0.119 -0.881 -4.680
C 0.178 -0.287 -3.465
N -0.492 -0.539 -2.345
H -2.223 -0.047 4.375
H 2.181 -0.353 5.061
H 4.504 0.457 4.642
H 5.107 1.124 2.242
H 3.419 0.900 0.510
H -4.614 -0.774 0.132
H -2.736 -2.706 -3.534
H -1.438 -2.281 -5.654
H 0.457 -0.635 -5.562
H 0.992 0.431 -3.387
N -0.349 2.531 2.042
N -1.451 3.074 1.394
C -1.543 2.976 0.048
N -2.743 3.358 -0.456
S -0.322 2.444 -0.978
H -0.602 1.731 2.612
H 0.128 3.237 2.587
H -2.339 3.047 1.886
H -3.295 4.025 0.061
H -2.772 3.444 -1.458
N 1.923 -2.679 -1.177
C 2.468 -1.593 -1.808
C 3.340 -1.751 -2.898
C 3.894 -0.630 -3.469
C 3.586 0.630 -2.955
C 2.724 0.688 -1.881
N 2.176 -0.390 -1.317
H 1.819 -3.523 -1.712
H 1.174 -2.490 -0.527
H 3.567 -2.743 -3.267
H 4.567 -0.729 -4.311
H 3.999 1.535 -3.376
H 2.436 1.640 -1.447
*
```

Values from the calculation:
- E_HOMO (spin up / spin down) (eV) = -1.509 / -3.927
- E (eV) = -82791.4039
- relative energy (zero: lowest compared OMol25 entry of this formula, charge and spin) (kcal/mol) = 33.4
- Kohn-Sham gap (spin up / spin down) (eV) = 3.704 / 6.119

=====

Record 4
# C7H11NO2S

2 unconnected molecules or ions with the total composition C7H11NO2S in a non-equilibrium geometry (ωB97M-V/def2-TZVPD, OMol25).

Geometry as ORCA input:
```
! wB97M-V def2-TZVPD RIJCOSX def2/J DEFGRID3
* xyz 0 1
C -0.113 0.243 -0.684
C -0.091 -0.959 -0.232
C -1.015 1.362 -0.566
C -1.397 -1.415 0.546
C -2.228 0.892 0.291
C -2.624 -0.556 0.159
C 2.661 -0.100 -0.669
N 2.469 -1.245 0.111
O 4.521 1.301 0.543
O 2.871 0.954 -0.065
S 1.212 -2.243 -0.435
H -0.536 2.261 -0.187
H -1.604 1.665 -1.554
H -1.663 -2.585 0.522
H -1.101 -1.150 1.560
H -2.048 1.006 1.386
H -3.196 1.512 -0.092
H -2.720 -0.967 -0.897
H -3.547 -0.898 0.631
H 2.691 -0.279 -1.839
H 2.771 -1.076 1.047
H 4.689 2.277 0.425
*
```

Values from the calculation:
- E_HOMO (spin up / spin down) (eV) = -7.136 / -7.134
- E (eV) = -23848.6503
- relative energy (zero: lowest compared OMol25 entry of this formula, charge and spin) (kcal/mol) = 190.7
- Kohn-Sham gap (spin up / spin down) (eV) = 5.017 / 5.018

=====

Record 5
# C24H45O4PS3SiTc

A molecular structure, C24H45O4PS3SiTc in a non-equilibrium geometry (ωB97M-V/def2-TZVPD, OMol25).

Geometry as ORCA input:
```
! wB97M-V def2-TZVPD RIJCOSX def2/J DEFGRID3
* xyz 2 4
Tc -0.714 -1.453 -0.192
C -3.221 -3.801 0.352
C -2.225 -4.650 -0.413
S -0.459 -4.197 -0.280
C -0.034 -4.483 1.478
C -0.637 -3.576 2.537
S -0.551 -1.756 2.190
C -2.201 -1.211 2.794
C -3.390 -1.405 1.852
S -3.023 -1.968 0.131
H -4.223 -4.029 -0.013
H -3.193 -4.010 1.418
H -2.327 -5.691 -0.100
H -2.418 -4.590 -1.485
H -0.302 -5.514 1.712
H 1.053 -4.398 1.479
H -1.680 -3.819 2.726
H -0.079 -3.713 3.465
H -2.369 -1.709 3.748
H -2.038 -0.151 2.987
H -4.112 -2.110 2.259
H -3.902 -0.455 1.701
C 4.562 3.067 4.861
O 3.312 2.977 4.199
C 3.164 2.119 3.191
C 4.150 1.262 2.690
C 3.858 0.408 1.652
C 2.595 0.367 1.042
C 2.315 -0.535 -0.075
C 3.459 -0.936 -0.965
O 1.168 -0.951 -0.320
C 1.624 1.250 1.542
O 0.320 1.273 0.994
C 1.898 2.098 2.589
H 4.410 3.777 5.669
H 5.339 3.441 4.190
H 4.863 2.103 5.277
H 5.143 1.262 3.108
H 4.627 -0.269 1.314
H 4.140 -0.103 -1.121
H 3.062 -1.281 -1.916
H 4.020 -1.755 -0.519
H 1.135 2.747 2.982
C -1.798 -3.150 -4.186
Si -0.824 -1.590 -3.666
C 1.049 -1.825 -3.996
C -1.482 -0.063 -4.615
O -1.021 -1.304 -2.097
H -1.706 -3.307 -5.254
H -2.856 -3.055 -3.963
H -1.424 -4.041 -3.691
H 1.229 -2.088 -5.032
H 1.456 -2.620 -3.378
H 1.606 -0.917 -3.787
H -1.784 -0.357 -5.612
H -0.727 0.708 -4.717
H -2.346 0.369 -4.122
C -0.447 4.692 1.536
C 0.278 4.054 0.352
P -0.222 2.339 -0.065
C -2.013 2.059 0.076
C -2.833 3.034 -0.760
C 0.411 1.870 -1.714
C 0.279 2.965 -2.765
H -0.265 5.765 1.513
H -0.083 4.324 2.490
H -1.522 4.535 1.490
H 1.360 4.052 0.519
H 0.078 4.646 -0.541
H -2.262 2.148 1.136
H -2.190 1.022 -0.238
H -2.586 4.069 -0.539
H -3.891 2.895 -0.549
H -2.681 2.868 -1.822
H -0.133 0.966 -2.013
H 1.462 1.600 -1.594
H -0.756 3.246 -2.931
H 0.681 2.610 -3.710
H 0.840 3.852 -2.482
*
```

Values from the calculation:
- E_HOMO (spin up / spin down) (eV) = -12.421 / -12.448
- E (eV) = -85668.2086
- relative energy (zero: lowest compared OMol25 entry of this formula, charge and spin) (kcal/mol) = 13.0
- Kohn-Sham gap (spin up / spin down) (eV) = 6.923 / 6.591

=====

Record 6
# C4H14N2O

2 unconnected molecules or ions with the total composition C4H14N2O in a non-equilibrium geometry (ωB97M-V/def2-TZVPD, OMol25).

Geometry as ORCA input:
```
! wB97M-V def2-TZVPD RIJCOSX def2/J DEFGRID3
* xyz -1 2
C 0.226 0.684 0.974
C 0.219 -0.679 0.177
C 1.751 -1.033 -0.043
N 2.591 -0.584 1.030
C -1.110 1.447 1.031
N -2.179 1.503 0.040
H 0.344 0.197 2.037
H 1.016 1.436 0.876
H -0.104 -1.545 0.731
H -0.391 -0.388 -0.733
H 1.866 -2.166 -0.144
H 2.160 -0.739 -0.989
H 3.337 0.008 0.683
H 2.962 -1.392 1.618
H -0.665 2.538 1.023
H -1.426 1.223 2.039
H -1.757 1.302 -0.828
H -2.519 2.439 0.006
H -2.143 -2.176 -3.413
H -2.432 -0.732 -3.007
O -1.746 -1.341 -3.108
*
```

Values from the calculation:
- E_HOMO (spin up / spin down) (eV) = 1.232 / -5.733
- E (eV) = -9399.3176
- relative energy (zero: lowest compared OMol25 entry of this formula, charge and spin) (kcal/mol) = 52.2
- Kohn-Sham gap (spin up / spin down) (eV) = 2.334 / 9.202

=====

Record 7
# C46H112N8O14

8 unconnected molecules or ions with the total composition C46H112N8O14 in a non-equilibrium geometry (ωB97M-V/def2-TZVPD, OMol25).

Geometry as ORCA input:
```
! wB97M-V def2-TZVPD RIJCOSX def2/J DEFGRID3
* xyz 0 1
C -5.582 7.228 27.262
O -5.247 5.941 27.689
C -3.927 5.566 27.324
C -3.632 4.218 27.911
N -2.288 3.742 27.676
C -1.944 3.097 26.385
C -0.669 2.308 26.522
O 0.458 3.133 26.779
C 1.390 2.559 27.638
H -6.345 7.634 27.964
H -6.034 7.237 26.227
H -4.705 7.875 27.141
H -3.195 6.290 27.591
H -3.976 5.516 26.260
H -4.443 3.549 27.548
H -3.886 4.203 28.998
H -1.605 4.414 27.925
H -1.905 3.784 25.550
H -2.703 2.359 26.136
H -0.460 1.791 25.569
H -0.689 1.583 27.317
H 0.861 2.420 28.658
H 2.288 3.213 27.630
H 1.694 1.544 27.277
C 9.826 6.951 27.651
O 8.575 6.350 27.785
C 7.789 7.326 28.461
C 6.423 6.633 28.694
N 6.593 5.514 29.704
C 5.298 4.916 29.956
C 5.351 3.597 30.789
O 5.811 2.467 30.097
C 5.863 1.241 30.790
H 10.251 7.199 28.617
H 9.798 7.907 27.166
H 10.510 6.283 27.138
H 7.644 8.195 27.852
H 8.340 7.583 29.373
H 6.000 6.212 27.754
H 5.739 7.418 28.971
H 7.195 4.815 29.259
H 4.680 4.797 29.084
H 4.706 5.517 30.649
H 4.378 3.277 31.219
H 5.999 3.762 31.671
H 6.358 0.441 30.188
H 4.845 0.855 30.981
H 6.393 1.275 31.786
C -2.566 10.169 29.062
O -1.499 9.230 29.297
C -1.092 8.636 28.065
C -0.149 7.605 28.473
N -0.760 6.546 29.255
C 0.146 5.372 29.553
C 1.230 5.577 30.571
O 0.683 5.344 31.837
C 1.604 5.032 32.853
H -2.584 10.729 29.997
H -3.515 9.696 28.817
H -2.276 10.890 28.278
H -0.649 9.363 27.362
H -1.975 8.139 27.662
H 0.645 8.118 28.991
H 0.302 7.179 27.580
H -1.155 6.828 30.143
H 0.567 5.180 28.582
H -0.540 4.521 29.834
H 1.664 6.603 30.578
H 2.019 4.862 30.373
H 1.202 5.177 33.814
H 2.517 5.670 32.830
H 2.000 3.941 32.837
C -0.980 14.809 23.538
O -1.486 13.450 23.390
C -0.896 12.563 24.300
C -1.166 11.083 23.924
N -2.419 10.664 24.390
C -2.613 9.269 24.282
C -2.966 8.866 22.878
O -4.298 9.254 22.694
C -4.720 8.869 21.430
H -1.119 15.144 24.578
H -1.529 15.400 22.832
H 0.113 14.847 23.436
H -1.319 12.748 25.288
H 0.223 12.708 24.254
H -0.511 10.463 24.496
H -1.087 10.978 22.875
H -3.096 11.236 23.856
H -3.520 9.074 24.843
H -1.757 8.735 24.744
H -3.059 7.832 22.708
H -2.217 9.305 22.214
H -5.817 8.824 21.393
H -4.433 7.801 21.203
H -4.294 9.482 20.583
C 5.850 2.059 26.615
O 5.938 3.400 26.087
C 5.677 3.434 24.730
C 6.209 4.742 24.140
N 7.586 4.955 24.528
C 8.163 6.137 23.976
C 7.896 7.486 24.627
O 6.512 7.867 24.507
C 6.407 9.218 24.624
H 6.542 1.396 26.019
H 4.806 1.673 26.515
H 5.965 2.125 27.720
H 4.605 3.333 24.620
H 6.209 2.555 24.355
H 5.567 5.589 24.397
H 6.178 4.752 23.027
H 7.655 4.784 25.498
H 7.962 6.155 22.950
H 9.307 6.033 23.964
H 8.551 8.293 24.104
H 8.226 7.485 25.693
H 5.275 9.414 24.425
H 6.991 9.796 23.916
H 6.535 9.766 25.619
C 5.690 9.192 31.350
O 4.273 9.033 31.282
C 3.748 10.041 30.457
C 2.199 9.946 30.436
N 1.549 10.619 29.348
C 1.573 12.097 29.543
C 1.240 12.899 28.231
O 2.123 12.809 27.112
C 1.955 11.662 26.332
H 6.152 8.838 30.364
H 6.026 8.424 32.046
H 5.938 10.201 31.729
H 4.113 9.839 29.458
H 4.042 11.062 30.816
H 1.869 10.303 31.457
H 1.868 8.893 30.391
H 0.571 10.295 29.375
H 2.570 12.335 29.919
H 0.906 12.348 30.395
H 1.105 13.957 28.498
H 0.305 12.498 27.874
H 2.680 11.790 25.480
H 0.943 11.599 25.960
H 2.189 10.760 26.855
C 4.857 3.719 20.191
O 3.692 4.214 20.784
C 3.738 5.677 20.834
C 2.590 6.227 21.629
N 1.549 6.666 20.869
C 0.702 7.662 21.425
C -0.300 8.111 20.432
O -1.018 6.896 20.122
C -1.948 7.093 19.055
H 4.976 4.068 19.191
H 4.736 2.627 20.243
H 5.722 3.952 20.782
H 3.753 6.062 19.832
H 4.712 5.957 21.283
H 2.875 7.175 22.159
H 2.348 5.519 22.436
H 0.973 5.961 20.419
H 1.257 8.531 21.791
H 0.199 7.298 22.327
H 0.191 8.524 19.492
H -0.914 8.877 20.715
H -2.416 6.128 18.859
H -1.461 7.583 18.178
H -2.620 7.808 19.399
C 3.454 7.748 27.354
C 3.251 6.273 26.971
C 2.375 6.118 25.678
C 1.736 7.297 25.194
N 1.136 8.207 24.832
H 4.210 8.217 26.606
H 3.761 7.745 28.376
H 2.519 8.247 27.410
H 2.677 5.741 27.798
H 4.173 5.721 26.899
H 1.655 5.317 25.672
H 3.066 5.862 24.887
*
```

Values from the calculation:
- E_HOMO (eV) = -8.291
- E (eV) = -90091.1774
- Kohn-Sham gap (eV) = 8.939